No. 1
A cluster of 2 separate species, C5H5N2O2S in total in a non-equilibrium geometry. Source: the Open Molecules 2025 dataset; level of theory: ωB97M-V with the def2-TZVPD basis set.

Cartesian coordinates (Å):
C: -1.58265 -0.19852 -0.44058
C: -0.68041 0.50695 0.32429
C: -1.18320 -1.46884 -0.78253
C: 0.31041 -0.26549 0.79376
C: 3.86964 -0.26811 -0.15898
N: 1.14384 -0.04977 1.75390
N: 3.08493 0.79420 0.35595
O: 4.14594 0.29456 -1.22862
O: 4.18023 -1.37129 0.29627
S: 0.32854 -1.87711 -0.01923
H: -2.53428 0.28007 -0.89809
H: -1.03239 1.49484 0.68256
H: -1.47790 -2.26260 -1.57590
H: 1.68754 -0.79978 1.95470
H: 2.36519 1.06488 -0.19117

The calculation puts the strongest force on any atom at 0.0925 hartree/bohr. The calculation puts the gap between HOMO and LUMO (alpha / beta) at 5.475 / 5.479 eV. As for the relative energy (zero: lowest compared OMol25 entry of this formula, charge and spin): 111.6 kcal/mol. As for the LUMO energy (alpha / beta): 2.23 / 2.23 eV. As for the total charge: -1. As for the total energy: -851.61134 Ha.

***

No. 2
The ion C5H5N2O3 with charge -1 in a non-equilibrium geometry. Source: the Open Molecules 2025 dataset; level of theory: ωB97M-V with the def2-TZVPD basis set.

Cartesian coordinates (Å):
C: -0.84494 1.21445 0.36359
C: 2.23101 -0.76302 0.60482
C: -0.27374 -1.03917 0.88577
C: -1.22294 2.39086 -0.34832
C: -0.16980 -0.41670 -1.43474
N: 0.82152 -0.98481 1.61582
N: -0.45493 0.10797 -0.09971
O: 3.23533 -1.17919 1.14923
O: -1.18742 -1.78622 1.01242
O: -0.84005 3.58235 -0.40577
H: -2.22539 2.06522 -0.64952
H: -0.60768 -1.40215 -1.49144
H: -0.50075 0.36325 -2.14340
H: 0.98783 -0.44330 -1.31913
H: 1.05196 -1.70954 2.26040

The calculation puts the strongest force on any atom at 0.0611 hartree/bohr. The calculation puts the gap between HOMO and LUMO at 7.524 eV. As for the relative energy (zero: lowest compared OMol25 entry of this formula, charge and spin): 89.1 kcal/mol. As for the LUMO energy: 3.70 eV. As for the total charge: -1. As for the total energy: -528.68503 Ha.

***

No. 3
An isolated molecule of C5H5N3 in a non-equilibrium geometry. Source: the Open Molecules 2025 dataset; level of theory: ωB97M-V with the def2-TZVPD basis set.

Cartesian coordinates (Å):
N: -2.67264 -2.05786 0.97578
C: -1.64866 -1.50128 0.63005
C: -0.54470 -0.51956 0.43683
C: 0.41344 -0.30152 1.41822
N: 1.20795 0.96354 1.31268
C: 1.42722 1.19197 -0.04142
N: 0.81814 0.47714 -1.16045
C: -0.53781 -0.09437 -0.98341
H: 0.35056 -0.59329 2.49288
H: 2.06328 1.81979 -0.48034
H: 1.30892 0.75586 -1.97217
H: -1.46407 0.78120 -1.08754
H: -0.72164 -0.92161 -1.54110

The calculation puts the strongest force on any atom at 0.1470 hartree/bohr. The calculation puts the gap between HOMO and LUMO at 8.594 eV. As for the relative energy (zero: lowest compared OMol25 entry of this formula, charge and spin): 64.9 kcal/mol. As for the LUMO energy: -0.23 eV. As for the structure (SMILES): N#CC1=CN=CNC1. As for the total charge: 0. As for the total energy: -357.66915 Ha.

***

No. 4
A structure of composition C5H5N3 in a non-equilibrium geometry. Source: the Open Molecules 2025 dataset; level of theory: ωB97M-V with the def2-TZVPD basis set.

Cartesian coordinates (Å):
C: 1.32144 -0.15557 -1.29452
C: -0.08213 -0.76607 -0.02822
C: -1.49424 0.17650 1.31120
C: -0.74034 1.37810 1.15820
C: 0.37958 0.51513 -0.40665
H: 2.28993 0.07570 -0.55731
H: 1.58226 -0.18673 -2.40654
H: 0.51478 -2.30074 -1.55754
H: -2.69949 -0.01338 1.60631
H: -1.19603 2.39430 1.64754
N: 0.76855 -1.54673 -0.78613
N: -0.96939 -1.02491 0.82829
N: 0.32508 1.45439 0.48537

The calculation puts the strongest force on any atom at 0.1622 hartree/bohr. The calculation puts the gap between HOMO and LUMO at 8.792 eV. As for the relative energy (zero: lowest compared OMol25 entry of this formula, charge and spin): 89.5 kcal/mol. As for the LUMO energy: 0.01 eV. As for the total charge: 0. As for the total energy: -357.62993 Ha.

***

No. 5
An isolated molecule of C5H5N3O in a non-equilibrium geometry. Source: the Open Molecules 2025 dataset; level of theory: ωB97M-V with the def2-TZVPD basis set.

Cartesian coordinates (Å):
C: 0.73438 0.10183 -1.00305
C: -0.60259 -0.00196 1.41535
C: 0.98713 1.09667 -0.10983
C: -0.36461 -0.80558 -0.76926
C: 0.25445 1.14300 1.13776
N: -0.97202 -0.86435 0.59042
N: 1.96385 3.17195 -0.08421
N: 2.08615 1.94865 -0.25200
O: 2.72600 4.10812 -0.12619
H: 1.30875 0.00461 -2.03625
H: -0.89810 -0.08001 2.54728
H: -1.23488 -0.51672 -1.34535
H: -0.15923 -1.97940 -0.92959
H: 0.39118 1.96456 1.72149

The calculation puts the strongest force on any atom at 0.0861 hartree/bohr. The calculation puts the gap between HOMO and LUMO (alpha / beta) at 6.620 / 8.467 eV. As for the relative energy (zero: lowest compared OMol25 entry of this formula, charge and spin): 133.7 kcal/mol. As for the LUMO energy (alpha / beta): -1.42 / -1.05 eV. As for the total charge: 0. As for the total energy: -432.83067 Ha.

***

No. 6
An isolated molecule of C5H5N3OS in a non-equilibrium geometry. Source: the Open Molecules 2025 dataset; level of theory: ωB97M-V with the def2-TZVPD basis set.

Cartesian coordinates (Å):
N: 0.99534 -0.39892 -2.93815
C: 0.94230 -0.38009 -1.60451
O: 1.79217 -0.88905 -0.91340
C: -0.26186 0.36983 -0.92139
S: -1.20630 1.32126 -1.91168
N: -0.42633 0.33886 0.45498
C: 0.33939 -0.39451 1.36738
C: -0.25865 -0.19263 2.59945
C: -1.43825 0.55420 2.32267
N: -1.44914 0.90255 1.06256
H: 0.54111 0.31922 -3.51259
H: 1.43937 -1.05324 -3.51934
H: 1.16021 -0.86532 0.93667
H: 0.04224 -0.53411 3.50718
H: -2.21162 0.90194 3.07019

The calculation puts the strongest force on any atom at 0.0638 hartree/bohr. The calculation puts the gap between HOMO and LUMO at 7.840 eV. As for the relative energy (zero: lowest compared OMol25 entry of this formula, charge and spin): 0.0 kcal/mol. As for the LUMO energy: -1.20 eV. As for the structure (SMILES): NC(=O)C(=S)n1cccn1. As for the total charge: 0. As for the total energy: -831.18517 Ha.